ORCA calculation (the ωB97M-V functional and the def2-TZVPD basis) on C15H17AuN5S3 as an isolated structure.

XYZ file:
```
41
C15H17AuN5S3 (the ωB97M-V functional and the def2-TZVPD basis)
H 5.986 2.857 1.439
S 3.072 -0.575 3.473
C -1.540 -1.741 -1.594
C 4.843 1.359 2.427
H -0.380 2.313 0.375
C 2.744 0.815 1.325
C 3.655 0.625 2.367
H 3.273 -2.421 0.788
H 4.387 3.183 -0.402
Au 0.096 -0.153 0.162
C -2.694 -2.065 -2.227
S 1.747 -3.921 -1.704
H -2.934 -2.970 -2.762
S -3.808 -0.783 -2.088
N 1.623 -0.012 1.469
N 0.725 -1.821 -0.786
N -0.426 1.610 1.113
H -0.474 -4.337 -2.639
C 1.689 -0.783 2.546
C 3.201 -2.102 -0.253
H 0.915 -1.485 2.822
H -1.620 1.352 2.726
C 5.078 2.271 1.421
H -3.842 1.517 -0.005
N -1.561 -0.478 -0.990
C 4.162 2.459 0.370
H -3.524 2.055 -1.652
N -1.683 1.701 1.779
C -0.287 -2.470 -1.493
H 4.001 -2.597 -0.801
H 0.360 1.782 1.742
H 2.290 1.888 -0.512
H 3.361 -1.030 -0.323
C 1.888 -2.485 -0.832
C -3.093 1.535 -0.797
H 5.550 1.221 3.234
C -2.717 0.155 -1.199
C 0.102 -3.647 -2.043
H -2.233 2.091 -0.453
H -2.053 2.642 1.726
C 2.986 1.741 0.306
```

Summary:
Frontier orbital gap   6.73 eV
HOMO level   -18.15 eV
Total charge   +3
Lowest unoccupied orbital energy   -11.42 eV


ORCA calculation (the ωB97M-V functional and the def2-TZVPD basis) on a single C15H17BrN4O molecule.

XYZ file:
```
38
C15H17BrN4O (the ωB97M-V functional and the def2-TZVPD basis)
C 2.785 -2.545 1.367
H 0.504 -3.650 1.705
C -0.796 3.003 1.047
C -0.284 0.700 0.554
N -2.287 2.141 -3.353
H -3.171 2.245 -3.854
C 3.890 -0.783 0.220
H -0.061 2.316 -0.837
C 2.675 -0.316 -0.243
C -2.039 -0.034 -2.351
H 2.822 -3.423 1.997
C -0.354 2.032 0.164
N -0.823 -1.371 -0.670
H -1.517 3.408 3.021
H -0.494 -1.963 -1.431
H -0.426 -2.513 0.806
N -2.462 1.245 -2.275
C 0.203 -0.346 -0.428
H -0.589 -0.672 2.167
H -2.664 1.691 -1.392
H -0.844 4.034 0.728
H -1.382 1.048 3.732
C 1.538 -2.087 0.928
H 2.646 0.557 -0.879
H 0.447 0.175 -1.370
C -0.654 0.356 1.849
C 1.492 -0.953 0.096
C -1.172 2.652 2.331
C -1.097 1.327 2.729
N 0.396 -2.707 1.368
C 3.956 -1.905 1.026
H -2.797 -1.668 -1.203
O -1.599 -0.509 -3.383
H -2.494 -0.207 -0.231
H 4.908 -2.273 1.378
C -2.117 -0.826 -1.048
H -1.631 1.693 -3.996
Br 5.493 0.129 -0.269
```

Summary:
Frontier orbital gap   8.52 eV
HOMO level   -7.78 eV
Lowest unoccupied orbital energy   0.74 eV
SMILES string   NNC(=O)CN[C@@H](c1ccccc1)c1cc(Br)ccc1N


ORCA calculation (the ωB97M-V functional and the def2-TZVPD basis) on a single C15H17ClF3N3O3S molecule at a distorted geometry.

XYZ file:
```
43
C15H17ClF3N3O3S (the ωB97M-V functional and the def2-TZVPD basis)
H -3.616 -2.235 -3.776
C 1.697 0.857 0.072
H 1.377 5.129 0.983
O 1.795 1.815 0.961
H -5.051 1.556 -1.254
H 5.124 -2.981 1.163
Cl 5.377 -0.954 2.338
F -0.520 0.386 1.966
C 2.046 3.157 0.497
H 1.818 3.199 -0.571
H -4.827 -0.078 -0.621
H 3.374 -0.265 1.531
C 1.169 4.108 1.289
H 1.366 4.003 2.352
H 4.451 -3.071 2.803
F 1.319 0.241 3.075
H -3.985 0.123 -2.978
H -4.514 -2.445 -2.272
C 4.525 -2.452 1.907
H 1.089 -2.403 0.081
O 1.901 0.917 -1.104
C 0.592 -0.330 2.107
C 1.420 -0.508 0.787
H -3.327 -3.657 -2.767
O 2.462 -3.232 1.050
C -3.546 -2.592 -2.749
C -1.189 -0.197 -1.010
C -3.392 0.492 -2.140
H -3.731 1.217 -0.132
C -0.408 -1.294 -0.723
N -0.815 2.252 -0.426
C 3.123 -2.261 1.344
C -2.478 -1.863 -2.009
N 0.809 -1.439 -0.101
C -0.942 1.136 -0.670
H 3.110 3.358 0.656
S -1.119 -2.745 -1.350
H 0.126 3.880 1.094
H -2.878 1.403 -2.454
C -4.310 0.817 -0.961
F 0.220 -1.532 2.573
C -2.376 -0.537 -1.753
N 2.734 -0.976 1.192
```

Summary:
Frontier orbital gap   8.58 eV
HOMO level   -7.98 eV
Lowest unoccupied orbital energy   0.60 eV
SMILES string   CCOC(=O)[C@](NC(=O)CCl)(Nc1sc(C)c(CC)c1C#N)C(F)(F)F


ORCA calculation (the ωB97M-V functional and the def2-TZVPD basis) on C15H17CrNO4 as an isolated structure at a distorted geometry.

XYZ file:
```
38
C15H17CrNO4 (the ωB97M-V functional and the def2-TZVPD basis)
C -2.012 -2.451 -1.029
C 3.138 0.787 1.546
H 3.151 -0.310 1.485
C -0.169 -2.260 0.741
H 0.856 0.847 2.720
H 0.778 -4.082 -1.544
H -2.838 3.340 1.937
C -0.454 -2.989 -2.937
C 0.747 0.557 1.660
H 1.804 0.948 -0.048
C -1.180 2.041 1.810
H -0.643 2.461 2.691
O 2.393 -1.706 -1.460
Cr -0.549 -1.290 -0.857
C -2.309 1.113 -0.536
O -1.226 -0.005 -3.577
C 1.229 -1.584 -1.301
H 0.867 3.071 0.499
O -0.143 -2.787 1.798
H -2.758 0.769 -1.460
H 2.669 3.102 0.393
H 0.386 -2.673 -3.600
H -1.028 -4.412 -1.394
N 1.866 1.249 0.942
H 0.974 -0.511 1.653
C -1.184 0.463 -0.032
H 3.987 1.188 0.970
H -3.705 2.803 -0.388
C -2.889 2.238 0.074
O -2.888 -3.228 -0.955
C -1.034 -0.439 -2.517
H 1.850 3.071 2.000
H 3.125 1.111 2.602
C -0.580 0.979 1.121
C -2.359 2.583 1.319
C -0.232 -3.732 -1.823
H -1.437 -2.999 -3.461
C 1.801 2.738 0.959
```

Summary:
Frontier orbital gap (spin up / spin down)   7.36 / 5.86 eV
HOMO level (spin up / spin down)   -14.61 / -15.84 eV
ΔE to the lowest compared entry with this formula, charge and spin   1.297 eV
<S²>   6.054
Total charge   +2
Lowest unoccupied orbital energy (spin up / spin down)   -7.24 / -9.98 eV
Multiplicity   5


ORCA calculation (the ωB97M-V functional and the def2-TZVPD basis) on C15H17N3O4 as an isolated structure at a distorted geometry.

XYZ file:
```
39
C15H17N3O4 (the ωB97M-V functional and the def2-TZVPD basis)
C -0.439 2.982 2.922
H 4.320 -1.345 -4.354
H 3.602 -1.307 -1.733
C -0.731 -1.608 -2.146
C 2.682 -1.193 -2.073
N -1.309 -2.201 -1.097
N 1.866 2.398 2.867
C -1.058 -3.651 -1.347
H -0.334 4.098 3.294
C 0.704 -1.216 -2.421
C -1.768 2.937 2.442
C -2.179 1.564 1.825
C -1.027 0.860 1.464
O 2.517 1.491 2.481
H -3.034 -2.771 0.135
H 0.978 0.205 1.453
H -1.355 -4.342 -0.346
H 2.954 -2.015 -5.412
C 0.221 0.963 1.763
H -2.495 3.433 2.896
C -2.475 -1.863 -0.632
H -1.229 -1.819 -3.138
C -2.799 -0.714 0.213
H 0.060 -3.766 -1.533
C 0.380 2.239 2.520
H 1.590 -1.450 -0.396
C 1.616 -1.317 -1.408
H -3.270 1.547 1.595
H -3.361 -1.935 -1.487
C 3.226 -1.174 -4.660
O 1.174 -1.363 -3.610
N -1.453 -0.435 0.718
H -1.342 -0.461 -1.974
O 2.376 3.407 3.409
O -3.777 0.031 0.181
H 2.908 -0.080 -5.366
H -0.713 -0.963 0.523
H -1.774 -4.110 -2.168
C 2.411 -1.147 -3.379
```

Summary:
Frontier orbital gap   7.61 eV
HOMO level   -8.12 eV
ΔE to the lowest compared entry with this formula, charge and spin   17.113 eV
Lowest unoccupied orbital energy   -0.51 eV


ORCA calculation (the ωB97M-V functional and the def2-TZVPD basis) on a single C15H17N3OS molecule.

XYZ file:
```
37
C15H17N3OS (the ωB97M-V functional and the def2-TZVPD basis)
C -1.241 1.337 1.616
C -0.781 2.491 -0.481
H -3.841 -2.896 -1.289
N -2.526 0.788 -0.375
H 3.700 0.836 -2.358
C 2.712 0.274 -0.549
S 1.365 -0.270 1.592
C 3.802 -1.444 0.796
H 3.822 -2.073 1.672
H -0.975 0.372 2.055
C 0.839 0.944 0.387
H 5.636 -2.179 -0.007
N 1.625 1.096 -0.616
H 5.575 -0.744 -1.999
H -2.586 2.419 -1.699
H -1.417 1.133 -2.072
C 2.763 -0.560 0.588
O -2.586 -0.802 -1.958
H -5.099 -1.868 1.360
N -0.273 1.670 0.596
C -2.644 1.267 0.978
C 4.812 -1.496 -0.149
C -1.860 1.722 -1.265
C -3.803 -2.749 -0.221
H -3.597 -3.643 0.346
C 3.737 0.202 -1.486
C 4.776 -0.682 -1.276
H -1.194 3.404 -0.040
H -3.091 2.266 0.943
H -5.346 -1.159 -0.287
C -4.691 -1.706 0.373
H 0.052 2.751 -1.132
H -2.617 -1.475 1.158
C -2.740 -0.489 -0.794
H -1.223 2.093 2.411
H -3.303 0.625 1.559
C -3.210 -1.456 0.252
```

Summary:
Frontier orbital gap   8.38 eV
HOMO level   -7.87 eV
ΔE to the lowest compared entry with this formula, charge and spin   1.110 eV
Lowest unoccupied orbital energy   0.50 eV
SMILES string   O=C(C1CC1)N1CCN(c2nc3ccccc3s2)CC1


Copy entry 3 word for word.
ORCA calculation (the ωB97M-V functional and the def2-TZVPD basis) on a single C15H17ClF3N3O3S molecule at a distorted geometry.

XYZ file:
```
43
C15H17ClF3N3O3S (the ωB97M-V functional and the def2-TZVPD basis)
H -3.616 -2.235 -3.776
C 1.697 0.857 0.072
H 1.377 5.129 0.983
O 1.795 1.815 0.961
H -5.051 1.556 -1.254
H 5.124 -2.981 1.163
Cl 5.377 -0.954 2.338
F -0.520 0.386 1.966
C 2.046 3.157 0.497
H 1.818 3.199 -0.571
H -4.827 -0.078 -0.621
H 3.374 -0.265 1.531
C 1.169 4.108 1.289
H 1.366 4.003 2.352
H 4.451 -3.071 2.803
F 1.319 0.241 3.075
H -3.985 0.123 -2.978
H -4.514 -2.445 -2.272
C 4.525 -2.452 1.907
H 1.089 -2.403 0.081
O 1.901 0.917 -1.104
C 0.592 -0.330 2.107
C 1.420 -0.508 0.787
H -3.327 -3.657 -2.767
O 2.462 -3.232 1.050
C -3.546 -2.592 -2.749
C -1.189 -0.197 -1.010
C -3.392 0.492 -2.140
H -3.731 1.217 -0.132
C -0.408 -1.294 -0.723
N -0.815 2.252 -0.426
C 3.123 -2.261 1.344
C -2.478 -1.863 -2.009
N 0.809 -1.439 -0.101
C -0.942 1.136 -0.670
H 3.110 3.358 0.656
S -1.119 -2.745 -1.350
H 0.126 3.880 1.094
H -2.878 1.403 -2.454
C -4.310 0.817 -0.961
F 0.220 -1.532 2.573
C -2.376 -0.537 -1.753
N 2.734 -0.976 1.192
```

Summary:
Frontier orbital gap   8.58 eV
HOMO level   -7.98 eV
Lowest unoccupied orbital energy   0.60 eV
SMILES string   CCOC(=O)[C@](NC(=O)CCl)(Nc1sc(C)c(CC)c1C#N)C(F)(F)F